--- i ---
This record from the Open Molecules 2025 dataset describes a 3-piece molecular cluster, C6H14O2 overall. The level of theory is ωB97M-V with the def2-TZVPD basis set.

Each atom is followed by the atoms it is bonded to, with distances in Å.
Cartesian coordinates (Å):
1 C 0.09 0.07 -0.94  C4 1.516, C5 1.512, C6 1.519
2 C -0.05 0.64 1.21  C3 1.361, H10 1.079, H11 1.079
3 C -0.70 -0.55 1.09  C2 1.361, H12 1.079, H13 1.079
4 C 0.40 -1.35 -1.34  C1 1.516, H14 1.100, H17 1.091, H18 1.092
5 C -1.16 0.63 -1.58  C1 1.512, H15 1.099, H19 1.092, H20 1.091
6 C 1.29 0.97 -1.14  C1 1.519, H16 1.100, H21 1.091, H22 1.091
7 O -0.74 0.15 3.17  O8 1.460
8 O 0.47 -0.42 3.77  O7 1.460, H9 0.966
9 H 0.08 -1.06 4.38  O8 0.966
10 H 0.99 0.66 1.51  C2 1.079
11 H -0.56 1.58 1.08  C2 1.079
12 H -1.75 -0.59 0.85  C3 1.079
13 H -0.19 -1.48 1.29  C3 1.079
14 H 0.71 -1.37 -2.39  C4 1.100
15 H -1.00 0.74 -2.66  C5 1.099
16 H 1.55 0.98 -2.21  C6 1.100
17 H -0.46 -2.02 -1.23  C4 1.091
18 H 1.22 -1.77 -0.75  C4 1.092
19 H -1.43 1.61 -1.20  C5 1.092
20 H -2.02 -0.03 -1.45  C5 1.091
21 H 2.17 0.62 -0.60  C6 1.091
22 H 1.10 2.01 -0.85  C6 1.091

Computed properties:
Lowest unoccupied orbital energy (spin up / spin down) (eV): 0.56 / 0.56
Orbital gap (spin up / spin down) (Eh): 0.2776 / 0.2776

=====

--- ii ---
This record from the Open Molecules 2025 dataset describes a 3-piece molecular cluster, C6H14O2 overall. The level of theory is ωB97M-V with the def2-TZVPD basis set.

Each atom is followed by the atoms it is bonded to, with distances in Å.
Cartesian coordinates (Å):
1 C 1.63 1.46 1.70  C2 1.502, H7 1.086, H8 1.099, H9 1.090
2 C 0.24 1.41 1.12  C1 1.502, C3 1.372, C5 1.398
3 C -0.60 2.42 1.51  C2 1.372, H10 1.084, H11 1.078
4 C -1.45 0.50 -0.55  C5 1.490, H12 1.091, H13 1.096, H18 1.099
5 C -0.16 0.44 0.19  C2 1.398, C4 1.490, C6 1.446
6 C 0.72 -0.56 -0.37  C5 1.446, H14 1.106, H15 1.095, H16 1.096
7 H 1.81 2.34 2.31  C1 1.086
8 H 2.36 1.58 0.89  C1 1.099
9 H 1.94 0.56 2.24  C1 1.090
10 H -1.51 2.57 0.95  C3 1.084
11 H -0.32 3.17 2.23  C3 1.078
12 H -1.48 1.20 -1.39  C4 1.091
13 H -1.70 -0.51 -0.91  C4 1.096
14 H 0.32 -1.57 -0.17  C6 1.106
15 H 1.74 -0.58 0.01  C6 1.095
16 H 0.81 -0.56 -1.46  C6 1.096
17 H 0.32 -4.28 -0.88  O19 0.952
18 H -2.30 0.84 0.05  C4 1.099
19 O 0.01 -3.44 -0.54  H17 0.952, H21 1.025
20 H -1.21 -2.14 -3.19  O22 0.962
21 H -0.37 -2.98 -1.37  O19 1.025
22 O -0.81 -1.87 -2.36  H20 0.962

Computed properties:
Lowest unoccupied orbital energy (eV): -2.59
Orbital gap (Eh): 0.1780

=====

--- iii ---
This record from the Open Molecules 2025 dataset describes a 2-piece molecular cluster, C6H14O2 overall. The level of theory is ωB97M-V with the def2-TZVPD basis set.

Each atom is followed by the atoms it is bonded to, with distances in Å.
Cartesian coordinates (Å):
1 C 1.94 -0.93 2.12  O2 1.470, C3 1.544, H8 1.111, H9 1.115
2 O 2.63 0.35 2.30  C1 1.470, H10 0.944
3 C 0.54 -0.89 1.47  C1 1.544, C4 1.518, H11 1.053, H12 1.155
4 C 0.44 0.31 0.55  C3 1.518, C5 1.477, H13 1.173, H14 1.136
5 C -0.89 0.51 -0.06  C4 1.477, C6 1.341, H15 1.166
6 C -1.12 1.37 -1.07  C5 1.341, C7 1.507, H16 1.100
7 C -2.48 1.28 -1.71  C6 1.507, H17 1.094, H18 1.023, H19 1.235
8 H 1.90 -1.32 3.16  C1 1.111
9 H 2.50 -1.78 1.65  C1 1.115
10 H 2.09 0.91 2.83  O2 0.944
11 H -0.21 -0.98 2.20  C3 1.053
12 H 0.43 -1.84 0.83  C3 1.155
13 H 1.21 0.28 -0.34  C4 1.173
14 H 0.89 1.20 1.10  C4 1.136
15 H -1.58 -0.31 0.40  C5 1.166
16 H -0.35 1.88 -1.66  C6 1.100
17 H -3.00 0.45 -1.22  C7 1.094
18 H -3.00 2.15 -1.62  C7 1.023
19 H -2.28 1.20 -2.93  C7 1.235
20 H -0.49 -0.82 -3.00  O22 1.027
21 H 0.62 -1.45 -2.08  O22 0.934
22 O 0.20 -1.58 -2.91  H20 1.027, H21 0.934

Computed properties:
Lowest unoccupied orbital energy (eV): 0.78
Orbital gap (Eh): 0.3679
SMILES: C/C=C/CCCO.O

=====

Most stable = iii